(1)
Here is one molecule with the formula C5H7N3 at a distorted geometry from the OMol25 dataset. Energies are from ωB97M-V/def2-TZVPD.

Element x y z (Å)
C1 1.35371 0.85101 0.43807
N1 1.67369 0.84522 -0.76733
N2 0.74410 0.64461 -1.70902
C2 -0.40930 0.00018 -1.75411
N3 -1.05925 -0.62142 -0.70198
C3 -0.24016 -1.57233 0.26184
C4 -0.86801 -0.23670 0.62127
C5 0.03130 0.97900 0.98460
H1 2.13112 0.66457 1.19132
H2 -0.94091 -0.14486 -2.87452
H3 -0.74895 -2.49816 0.40042
H4 0.87988 -1.61485 -0.00589
H5 -1.84070 -0.26040 1.26258
H6 -0.47917 1.82275 0.47423
H7 -0.22737 1.14138 2.17853

- SMILES: C1=NN=CN2C[C@H]2C1
- LUMO level: 0.00893 Eh
- Energy above the lowest of the compared OMol25 structures with the same formula, charge and spin: 5.584 eV
- E_tot: -358.81319 a.u.
- Charge: 0
- Kohn-Sham gap: 8.925 eV

Here are the Mulliken charges for atoms 1 to 4, given in e: atom 1 (C): -0.212, atom 2 (N): -0.326, atom 3 (N): -0.417, atom 4 (C): 0.170


(2)
Here is one molecule with the formula C4H7ClFN at a distorted geometry from the OMol25 dataset. Energies are from ωB97M-V/def2-TZVPD.

Element x y z (Å)
N1 -1.14534 -0.40430 -1.51237
C1 -0.03871 -0.80866 -0.66937
C2 0.53620 0.13692 0.32526
C3 1.71389 0.53192 0.65469
Cl1 3.02227 -0.63030 0.09307
C4 -0.62757 0.62590 0.96808
F1 -1.34187 -0.52219 1.48479
H1 -1.81574 -0.07225 -0.87334
H2 -1.16436 0.35731 -2.35356
H3 -0.43269 -1.68467 0.01809
H4 0.81144 -1.39088 -1.34875
H5 2.16279 1.12007 1.37938
H6 -1.23554 1.19018 0.07162
H7 -0.44477 1.55093 1.76241

- SMILES: NC/C(=C\Cl)CF
- LUMO level: 0.02983 Eh
- Energy above the lowest of the compared OMol25 structures with the same formula, charge and spin: 2.802 eV
- E_tot: -771.29539 a.u.
- Charge: 0
- Kohn-Sham gap: 10.353 eV

Here are the Mulliken charges for atoms 1 to 4, given in e: atom 1 (N): -0.614, atom 2 (C): -0.338, atom 3 (C): 0.438, atom 4 (C): -0.456


(3)
Here is C3H3O3P as an isolated structure at a distorted geometry from the OMol25 dataset. Energies are from ωB97M-V/def2-TZVPD.

Element x y z (Å)
C1 -1.05982 0.86376 -0.38463
C2 0.32211 -1.02947 0.03166
C3 -1.23995 -0.58388 -0.29230
O1 2.60095 -0.01411 -0.84327
O2 1.44658 1.82203 0.46466
O3 0.83295 -0.60264 1.33852
P1 1.32059 0.43244 -0.21621
H1 -0.81625 1.32278 0.57781
H2 -1.71792 -1.12698 0.56944
H3 -1.68924 -1.08393 -1.24569

- LUMO level (alpha / beta): 0.27897 / 0.27898 Eh
- Energy above the lowest of the compared OMol25 structures with the same formula, charge and spin: 4.608 eV
- E_tot: -682.96654 a.u.
- Charge: -2
- Kohn-Sham gap (alpha / beta): 6.339 / 6.346 eV

Here are the Mulliken charges for atoms 1 to 4, given in e: atom 1 (C): -0.536, atom 2 (C): -0.164, atom 3 (C): -0.441, atom 4 (O): -0.762


(4)
Here is a 9-piece molecular cluster, C37H96ClN8O12 overall at a distorted geometry from the OMol25 dataset. Energies are from ωB97M-V/def2-TZVPD.

Element x y z (Å)
Cl1 0.04967 0.23441 -1.10375
O1 0.50105 0.47385 -2.43613
O2 -1.33568 0.70520 -1.00376
O3 0.07089 -1.15273 -0.84347
O4 0.82493 0.99248 -0.15332
C1 -1.81681 -0.67139 2.52699
C2 -3.23816 -0.93741 2.05007
C3 -4.17095 -0.76658 3.29073
O5 -5.49404 -1.04687 2.74256
C4 -6.29772 -1.41408 3.89731
N1 -3.60952 0.06197 1.04085
H1 -1.06557 -0.89682 1.77008
H2 -1.51695 -1.22385 3.41749
H3 -1.61880 0.36039 2.81736
H4 -3.29352 -1.99115 1.77681
H5 -4.06010 0.25777 3.64642
H6 -3.78577 -1.38165 4.10401
H7 -6.58511 -0.51282 4.43883
H8 -5.79679 -2.08624 4.59399
H9 -7.21366 -1.90575 3.56959
H10 -2.90958 -0.02252 0.31763
H11 -3.23315 0.91664 1.42555
C5 -3.12029 6.70989 -3.82346
C6 -1.82734 6.47548 -4.63810
C7 -1.04247 5.23856 -4.25786
O6 -1.98600 4.14660 -4.15045
C8 -1.35422 3.07970 -3.48461
N2 -2.28685 6.42377 -5.99401
H12 -3.85189 5.90272 -3.86022
H13 -3.63271 7.58311 -4.22721
H14 -2.96159 6.94600 -2.77124
H15 -1.10111 7.25820 -4.41891
H16 -0.48648 5.32334 -3.32416
H17 -0.26673 4.90706 -4.94809
H18 -0.88852 3.33085 -2.53164
H19 -0.65124 2.62791 -4.18448
H20 -2.10477 2.31702 -3.27702
H21 -1.46882 6.23770 -6.55643
H22 -2.73287 5.51802 -6.02200
C9 -0.04870 -3.13036 5.02012
C10 0.57037 -4.04714 4.01617
C11 -0.20767 -4.03220 2.67738
O7 0.35552 -4.95737 1.75197
C12 -0.27338 -4.88517 0.42452
N3 1.91337 -3.58652 3.81599
H23 0.26987 -3.51631 5.98845
H24 -1.11861 -3.31304 4.91998
H25 0.11549 -2.05863 4.90818
H26 0.73591 -5.04098 4.43208
H27 -0.09076 -3.04211 2.23673
H28 -1.25301 -4.23830 2.90733
H29 -0.35484 -3.83878 0.13037
H30 -1.29295 -5.26833 0.46647
H31 0.32688 -5.45487 -0.28487
H32 1.89130 -2.63764 3.47068
H33 2.27252 -4.10435 3.02671
C13 2.79499 -0.42784 5.02731
C14 1.85577 0.07805 3.95551
C15 2.16949 1.55496 3.67149
O8 1.77585 2.29629 4.81649
C16 1.62996 3.69694 4.55204
N4 1.93845 -0.84365 2.83979
H34 2.54348 -0.06992 6.02567
H35 3.83338 -0.09936 4.98317
H36 2.77330 -1.51762 5.02688
H37 0.85566 -0.01080 4.37975
H38 1.58032 1.92737 2.83346
H39 3.22482 1.66565 3.42223
H40 0.77983 3.82376 3.88174
H41 2.48709 4.11066 4.02076
H42 1.36264 4.26513 5.44300
H43 1.46526 -0.41080 2.05952
H44 2.85902 -0.90852 2.42939
C17 2.72113 -2.41121 -3.78548
C18 3.23068 -1.30567 -4.64540
C19 2.28072 -0.92632 -5.77588
O9 2.17685 -1.78982 -6.85903
C20 3.32137 -1.75912 -7.79272
N5 3.38747 -0.21499 -3.72532
H45 1.77295 -2.12057 -3.33317
H46 3.31635 -2.48347 -2.87520
H47 2.80293 -3.42112 -4.18732
H48 4.17876 -1.61751 -5.08357
H49 2.48925 0.07479 -6.15324
H50 1.23873 -0.87091 -5.46077
H51 4.31101 -1.63721 -7.35244
H52 3.16822 -0.92374 -8.47594
H53 3.27396 -2.60748 -8.47547
H54 4.06235 -0.42125 -3.00276
H55 2.56134 -0.14054 -3.14908
C21 -4.71370 4.29782 -1.54555
C22 -3.96796 3.25455 -0.68247
C23 -3.17276 3.86629 0.52676
O10 -2.67402 2.82837 1.41684
C24 -1.75343 3.20566 2.39728
N6 -5.09229 2.42653 -0.28481
H56 -4.03921 5.14190 -1.68943
H57 -5.56277 4.70624 -0.99747
H58 -5.06846 3.96871 -2.52225
H59 -3.20211 2.73340 -1.25691
H60 -3.77774 4.53816 1.13560
H61 -2.28680 4.38890 0.16613
H62 -1.54140 2.55574 3.24625
H63 -2.00013 4.13860 2.90412
H64 -0.78505 3.28748 1.90366
H65 -5.53024 3.02346 0.40219
H66 -5.63994 2.44401 -1.13326
C25 -4.77880 -4.25116 -0.85206
C26 -4.69014 -2.72762 -0.56833
C27 -4.79223 -1.95045 -1.89802
O11 -4.70255 -0.57265 -1.58281
C28 -4.21351 0.20443 -2.62691
N7 -5.80500 -2.35646 0.32383
H67 -4.79085 -4.80635 0.08587
H68 -3.95927 -4.63782 -1.45784
H69 -5.64219 -4.51847 -1.46132
H70 -3.71308 -2.53483 -0.12528
H71 -5.64953 -2.22227 -2.51385
H72 -4.00689 -2.33506 -2.54873
H73 -4.27981 1.26716 -2.39384
H74 -4.78826 0.06624 -3.54270
H75 -3.21097 -0.07747 -2.94870
H76 -5.88188 -3.07796 1.02642
H77 -6.58462 -2.53965 -0.29158
C29 4.41281 1.71618 0.86048
C30 5.16054 0.34831 0.67647
C31 5.63508 -0.00419 2.12522
C32 6.20189 -1.42730 2.25642
C33 5.16587 -2.44139 1.84825
C34 4.54192 -2.20493 0.42170
N8 4.17132 -0.77043 0.27742
O12 3.48218 -0.52411 -0.89858
C35 5.49617 -2.62513 -0.67902
C36 3.26947 -3.08063 0.37253
C37 6.38754 0.62567 -0.23230
H78 4.32323 2.29413 -0.05933
H79 4.88805 2.38224 1.58062
H80 3.35730 1.51156 1.03972
H81 6.33901 0.71904 2.53694
H82 4.80571 0.01175 2.83232
H83 6.60191 -1.52775 3.26537
H84 7.09998 -1.41023 1.63898
H85 4.36894 -2.41054 2.59125
H86 5.51794 -3.47059 1.91817
H87 5.83478 -3.63549 -0.44963
H88 4.85801 -2.60354 -1.56242
H89 6.30648 -1.89786 -0.72969
H90 3.53702 -4.12440 0.53706
H91 2.60906 -2.69322 1.14833
H92 2.66038 -3.04177 -0.53058
H93 6.93371 1.54886 -0.03860
H94 6.02356 0.54857 -1.25684
H95 7.04726 -0.21474 -0.01649
H96 2.58567 -0.75444 -0.64395

- LUMO level: 0.08894 Eh
- Energy above the lowest of the compared OMol25 structures with the same formula, charge and spin: 1.455 eV
- E_tot: -3267.97192 a.u.
- Charge: -1
- Kohn-Sham gap: 7.833 eV

Here are the Mulliken charges for atoms 1 to 4, given in e: atom 1 (Cl): 0.818, atom 2 (O): -0.737, atom 3 (O): -0.090, atom 4 (O): -0.529


(5)
Here is a 2-piece molecular cluster, C9H18FN2O2S2 overall at a distorted geometry from the OMol25 dataset. Energies are from ωB97M-V/def2-TZVPD.

Element x y z (Å)
C1 -2.61245 -1.25559 2.36981
C2 -3.41122 -2.05775 1.27316
O1 -2.97825 -1.82214 -0.08351
N1 -1.65144 -2.03234 -0.24574
C3 -0.85348 -3.07859 0.26773
C4 0.46074 -2.75889 -0.22558
S1 1.94392 -3.71685 0.14040
N2 0.35308 -1.59446 -0.99831
C5 1.58879 -1.05531 -1.61160
C6 1.35315 0.08296 -2.64728
F1 0.65021 -0.32483 -3.80465
C7 -0.93306 -1.15631 -1.02610
H1 -3.21789 -1.04568 3.29153
H2 -1.76841 -1.91631 2.72013
H3 -2.17994 -0.31768 1.94313
H4 -3.41087 -3.14710 1.55000
H5 -4.48630 -1.73687 1.35182
H6 -1.17146 -3.91390 0.92258
H7 2.28334 -3.28145 1.40226
H8 2.10554 -1.91399 -2.11449
H9 2.29459 -0.65267 -0.83941
H10 2.37497 0.39758 -3.00399
H11 0.91491 1.02318 -2.16777
H12 -1.30800 -0.27041 -1.57319
C8 0.50148 4.38756 -0.51928
S2 2.11259 3.59127 -0.40351
O2 1.96759 2.20671 -0.95863
C9 2.12537 3.45143 1.39194
H13 0.26727 4.53823 -1.57258
H14 -0.26052 3.75289 -0.06427
H15 0.53715 5.35353 -0.01498
H16 1.26087 2.87586 1.72623
H17 2.10791 4.44810 1.83379
H18 3.03982 2.93985 1.69037

- LUMO level: -0.10539 Eh
- E_tot: -1509.60146 a.u.
- Charge: +1
- Kohn-Sham gap: 9.082 eV

Here are the Mulliken charges for atoms 1 to 4, given in e: atom 1 (C): -0.847, atom 2 (C): -0.286, atom 3 (O): -0.366, atom 4 (N): 0.405


(6)
Here is C4H7Cl4CrO3 as an isolated structure at a distorted geometry from the OMol25 dataset. Energies are from ωB97M-V/def2-TZVPD.

Element x y z (Å)
Cr1 2.99733 -1.07063 -3.29371
Cl1 1.02899 -1.89423 -2.28677
C1 1.72579 0.42893 0.73439
O1 0.35005 0.75751 0.71720
C2 0.03881 1.90112 0.08758
O2 0.82015 2.55785 -0.52877
O3 -1.23105 2.15099 0.33669
C3 -1.55983 3.54434 0.40187
H1 1.92575 -0.42525 0.08173
H2 1.95137 0.03421 1.72676
H3 2.35446 1.29800 0.56869
H4 -2.51145 3.63067 0.91672
H5 -1.56737 4.06311 -0.55275
H6 -0.84469 4.05092 1.05502
C4 -1.04552 -4.17837 -0.08670
Cl2 -1.61025 -2.68431 0.66612
Cl3 -2.42155 -5.22975 -0.40362
Cl4 0.18522 -4.97904 0.89901
H7 -0.58621 -3.95607 -1.03946

- LUMO level (alpha / beta): -0.31976 / -0.27399 Eh
- Energy above the lowest of the compared OMol25 structures with the same formula, charge and spin: 2.622 eV
- E_tot: -3267.21265 a.u.
- Charge: +1
- <S²>: 6.085
- Multiplicity: 5
- Kohn-Sham gap (alpha / beta): 4.329 / 5.575 eV

Here are the Mulliken charges for atoms 1 to 4, given in e: atom 1 (Cr): 1.105, atom 2 (Cl): -0.166, atom 3 (C): -0.551, atom 4 (O): -0.238


What did the second record say?
Here is one molecule with the formula C4H7ClFN at a distorted geometry from the OMol25 dataset. Energies are from ωB97M-V/def2-TZVPD.

Element x y z (Å)
N1 -1.14534 -0.40430 -1.51237
C1 -0.03871 -0.80866 -0.66937
C2 0.53620 0.13692 0.32526
C3 1.71389 0.53192 0.65469
Cl1 3.02227 -0.63030 0.09307
C4 -0.62757 0.62590 0.96808
F1 -1.34187 -0.52219 1.48479
H1 -1.81574 -0.07225 -0.87334
H2 -1.16436 0.35731 -2.35356
H3 -0.43269 -1.68467 0.01809
H4 0.81144 -1.39088 -1.34875
H5 2.16279 1.12007 1.37938
H6 -1.23554 1.19018 0.07162
H7 -0.44477 1.55093 1.76241

- SMILES: NC/C(=C\Cl)CF
- LUMO level: 0.02983 Eh
- Energy above the lowest of the compared OMol25 structures with the same formula, charge and spin: 2.802 eV
- E_tot: -771.29539 a.u.
- Charge: 0
- Kohn-Sham gap: 10.353 eV

Here are the Mulliken charges for atoms 1 to 4, given in e: atom 1 (N): -0.614, atom 2 (C): -0.338, atom 3 (C): 0.438, atom 4 (C): -0.456